ORCA calculation (the ωB97M-V functional and the def2-TZVPD basis) on 3 unconnected molecules or ions with the total composition C31H59N5O9P at a distorted geometry.

## Properties
LUMO energy (spin up / spin down): -0.12548 / -0.12548 Ha
Multiplicity: 3
HOMO-LUMO gap (spin up / spin down): 0.2578 / 0.2825 hartree
Total charge: +1

Each atom is followed by the atoms it is bonded to, with distances in Å.
Positions of all 105 atoms, in Å:
1 C -0.1793 2.8294 -1.5054  O2 1.456, H25 1.126, H26 1.130, H27 1.125
2 O 0.6968 2.5739 -2.6396  C1 1.456, C3 1.400
3 C 1.1693 1.2558 -2.6151  O2 1.400, N4 1.496, H28 1.122, H29 1.134
4 N 2.4063 1.0402 -1.8026  C3 1.496, C5 1.434, C19 1.340
5 C 2.6642 -0.3403 -1.5148  N4 1.434, C6 1.550, C10 1.453
6 C 1.8310 -1.5847 -1.9140  C5 1.550, O7 1.456, H30 1.126, H31 1.125
7 O 0.6859 -1.6895 -1.0206  C6 1.456, N8 1.393
8 N 1.1798 -1.6290 0.2800  O7 1.393, O9 1.173
9 O 0.4676 -0.9800 0.9490  N8 1.173
10 C 3.9121 -0.2168 -0.7811  C5 1.453, C11 1.564, N16 1.411
11 C 4.5410 -1.5757 -0.3278  C10 1.564, C12 1.580, H32 1.129, H33 1.127
12 C 5.3496 -1.5526 1.0291  C11 1.580, C13 1.594, H34 1.122, H35 1.121
13 C 6.9079 -1.4695 0.7043  C12 1.594, C14 1.566, H36 1.130, H37 1.129
14 C 7.7754 -1.0914 1.9519  C13 1.566, O15 1.451, H38 1.129, H39 1.131
15 O 9.1588 -0.9304 1.5455  C14 1.451, H40 0.973
16 N 4.3219 1.1276 -0.6509  C10 1.411, P17 1.751, C19 1.416
17 P 5.7845 1.6839 0.1359  N16 1.751, O18 1.495, H41 1.434, H42 1.429
18 O 5.8005 3.1469 0.4440  P17 1.495
19 C 3.3293 1.8828 -1.3204  N4 1.340, N16 1.416, C20 1.570
20 C 3.3198 3.4396 -1.5206  C19 1.570, O21 1.447, H43 1.119, H44 1.122
21 O 3.8313 3.7707 -2.8333  C20 1.447, C22 1.404
22 C 5.2356 3.7664 -2.8515  O21 1.404, C23 1.560, O24 1.206
23 C 6.1423 4.7881 -2.0977  C22 1.560, H45 1.126, H46 1.119, H47 1.127
24 O 5.7858 2.9386 -3.5346  C22 1.206
25 H -1.0569 2.1239 -1.4951  C1 1.126
26 H 0.3886 2.8010 -0.5286  C1 1.130
27 H -0.5147 3.8961 -1.6304  C1 1.125
28 H 1.3300 0.8041 -3.6298  C3 1.122
29 H 0.3585 0.6292 -2.1295  C3 1.134
30 H 1.4630 -1.4380 -2.9678  C6 1.126
31 H 2.4351 -2.5336 -1.8796  C6 1.125
32 H 5.1347 -2.0401 -1.1688  C11 1.129
33 H 3.6753 -2.2793 -0.1664  C11 1.127
34 H 5.0125 -0.7668 1.7551  C12 1.122
35 H 5.1871 -2.5444 1.5257  C12 1.121
36 H 7.0995 -0.7860 -0.1754  C13 1.130
37 H 7.2359 -2.4989 0.3781  C13 1.129
38 H 7.4685 -0.1236 2.4449  C14 1.129
39 H 7.7414 -1.8873 2.7540  C14 1.131
40 H 9.5370 -0.2409 2.1185  O15 0.973
41 H 6.8675 1.4184 -0.7657  P17 1.434
42 H 6.0517 0.9829 1.3525  P17 1.429
43 H 3.9536 3.9840 -0.7768  C20 1.119
44 H 2.2882 3.8719 -1.4365  C20 1.122
45 H 6.9253 4.2490 -1.4949  C23 1.126
46 H 6.6999 5.4811 -2.7765  C23 1.119
47 H 5.5453 5.3712 -1.3403  C23 1.127
48 C -3.7552 -2.5870 -5.1638  C49 1.547, H59 1.093, H60 1.087, H61 1.091
49 C -2.9264 -1.8313 -4.0986  C48 1.547, C50 1.534, N54 1.493, C58 1.542
50 C -2.2329 -2.8672 -3.2038  C49 1.534, C51 1.529, H62 1.097, H63 1.094
51 C -3.2162 -3.5769 -2.2718  C50 1.529, C52 1.525, H64 1.093, H65 1.094
52 C -4.0089 -2.5690 -1.4467  C51 1.525, C53 1.540, H66 1.093, H67 1.097
53 C -4.6742 -1.4557 -2.2776  C52 1.540, N54 1.494, C56 1.541, C57 1.545
54 N -3.7662 -0.8779 -3.3138  C49 1.493, C53 1.494, O55 1.333
55 O -2.9366 -0.0412 -2.6913  N54 1.333
56 C -5.9558 -1.9715 -2.9609  C53 1.541, H68 1.093, H69 1.094, H70 1.087
57 C -5.2047 -0.3909 -1.2923  C53 1.545, H71 1.091, H72 1.092, H73 1.093
58 C -1.8826 -1.0802 -4.9493  C49 1.542, H74 1.093, H75 1.093, H76 1.093
59 H -3.0914 -3.1200 -5.8495  C48 1.093
60 H -4.4021 -3.3598 -4.7565  C48 1.087
61 H -4.3614 -1.9029 -5.7599  C48 1.091
62 H -1.4566 -2.3858 -2.5968  C50 1.097
63 H -1.7206 -3.6157 -3.8160  C50 1.094
64 H -3.8931 -4.2178 -2.8421  C51 1.093
65 H -2.6628 -4.2426 -1.6035  C51 1.094
66 H -4.7647 -3.0991 -0.8622  C52 1.093
67 H -3.3225 -2.1190 -0.7185  C52 1.097
68 H -6.3873 -1.2044 -3.6084  C56 1.093
69 H -6.7166 -2.2261 -2.2176  C56 1.094
70 H -5.8194 -2.8762 -3.5476  C56 1.087
71 H -4.4250 0.0048 -0.6395  C57 1.091
72 H -5.9653 -0.8220 -0.6381  C57 1.092
73 H -5.6627 0.4462 -1.8256  C57 1.093
74 H -2.3700 -0.3482 -5.5978  C58 1.093
75 H -1.3323 -1.7724 -5.5908  C58 1.093
76 H -1.1367 -0.5566 -4.3462  C58 1.093
77 C -2.8028 -0.0544 2.2505  C78 1.547, H88 1.094, H89 1.087, H90 1.092
78 C -1.9837 0.7103 3.3177  C77 1.547, C79 1.536, N83 1.493, C87 1.541
79 C -1.2893 -0.3196 4.2204  C78 1.536, C80 1.530, H91 1.096, H92 1.094
80 C -2.2774 -1.0299 5.1480  C79 1.530, C81 1.525, H93 1.093, H94 1.093
81 C -3.0798 -0.0235 5.9648  C80 1.525, C82 1.541, H95 1.093, H96 1.096
82 C -3.7448 1.0835 5.1247  C81 1.541, N83 1.494, C85 1.541, C86 1.545
83 N -2.8336 1.6620 4.0924  C78 1.493, C82 1.494, O84 1.331
84 O -2.0137 2.5047 4.7157  N83 1.331
85 C -5.0191 0.5579 4.4348  C82 1.541, H97 1.093, H98 1.094, H99 1.087
86 C -4.2874 2.1496 6.1018  C82 1.545, H100 1.091, H101 1.092, H102 1.093
87 C -0.9398 1.4646 2.4722  C78 1.541, H103 1.094, H104 1.092, H105 1.092
88 H -2.1318 -0.5866 1.5700  C77 1.094
89 H -3.4480 -0.8295 2.6572  C77 1.087
90 H -3.4096 0.6245 1.6482  C77 1.092
91 H -0.5193 0.1661 4.8300  C79 1.096
92 H -0.7699 -1.0670 3.6125  C79 1.094
93 H -2.9492 -1.6748 4.5751  C80 1.093
94 H -1.7257 -1.6917 5.8213  C80 1.093
95 H -3.8375 -0.5549 6.5458  C81 1.093
96 H -2.4011 0.4312 6.6959  C81 1.096
97 H -5.4503 1.3202 3.7810  C85 1.093
98 H -5.7838 0.3023 5.1739  C85 1.094
99 H -4.8739 -0.3487 3.8526  C85 1.087
100 H -3.5146 2.5520 6.7578  C86 1.091
101 H -5.0503 1.7173 6.7527  C86 1.092
102 H -4.7460 2.9821 5.5618  C86 1.093
103 H -1.4291 2.1923 1.8180  C87 1.094
104 H -0.3814 0.7738 1.8367  C87 1.092
105 H -0.2013 1.9950 3.0766  C87 1.092